# 1
The following is a DFT calculation (ωB97M-V/def2-TZVPD) of a molecular structure, C28H29CeN10OS4.

Each line ends with the Löwdin charge.
CARTESIAN COORDINATES (ANGSTROEM)
H -3.530 -2.982 3.091  0.041
H 5.171 -1.218 -6.795  0.109
H 0.964 -1.485 -6.044  0.116
H -1.470 2.845 0.874  0.149
N -0.983 0.842 0.891  -0.159
C -3.676 -3.733 -1.653  -0.058
H -1.285 -3.625 -5.080  0.121
C 4.605 -1.525 -4.749  -0.070
H 2.759 5.139 1.195  0.121
C 2.434 4.110 1.131  -0.019
C 2.521 -2.814 0.953  -0.147
C 1.119 -1.804 -3.372  -0.423
C -1.801 -3.984 -4.191  -0.173
N 2.355 -1.654 0.799  0.026
C 3.935 -4.750 0.936  -0.211
S -4.128 -1.045 1.774  0.911
C -0.948 -5.010 -3.462  -0.049
C 3.549 -1.683 -3.866  -0.034
H 0.347 4.586 0.828  0.128
H -3.700 -1.747 -2.491  0.076
C 4.407 0.471 -1.527  -0.002
C 3.041 -1.325 -6.570  -0.061
C 1.092 3.810 0.921  0.013
C 2.887 1.767 1.178  -0.111
C 2.237 -1.658 -4.331  -0.137
H 3.560 0.924 1.281  0.113
N 0.493 -5.493 1.511  0.165
H -3.547 -4.770 -1.963  0.076
O 1.423 -1.758 -2.100  -0.249
N 1.613 1.476 0.944  0.014
C 4.337 3.228 -3.834  -0.042
H 4.690 3.989 -4.503  0.127
C 0.724 2.480 0.864  -0.288
N -2.133 -2.812 -3.359  -0.087
C 3.341 3.075 1.289  -0.023
H 4.958 -0.275 -2.095  0.089
S 1.262 1.426 -2.310  0.739
H 3.724 -1.873 -2.814  0.106
H 6.056 2.187 -2.928  0.133
C 2.654 -4.152 1.103  -0.239
N 4.969 -5.230 0.784  0.156
H -1.412 -5.335 -2.533  0.071
C -3.490 -2.765 -2.805  -0.209
H -4.686 -3.629 -1.259  0.087
H -2.964 -3.519 -0.856  0.051
H 2.846 -1.193 -7.626  0.110
H 0.039 -4.610 -3.231  0.072
H 3.494 0.018 -1.143  0.048
N 2.995 2.987 -3.623  0.078
C 1.985 -1.493 -5.691  -0.008
N 4.057 1.585 -2.391  -0.083
C -2.478 -0.755 1.333  -1.072
N -2.283 0.523 1.118  -0.076
S -1.328 -2.040 1.256  0.647
C -1.211 -1.903 -3.129  -0.625
H -3.875 -3.424 1.404  0.009
H 5.019 0.828 -0.700  0.103
C 4.349 -1.337 -6.101  -0.067
H -5.202 -2.985 2.496  0.042
C -0.691 2.089 0.828  -0.037
H 4.383 3.266 1.502  0.117
C 5.003 2.349 -3.062  -0.028
Ce 0.598 -0.647 -0.318  0.632
C 2.821 1.979 -2.745  -0.665
H -2.752 -4.416 -4.500  0.123
C -4.165 -2.787 2.231  -0.408
S -1.552 -0.522 -2.104  0.732
H 5.626 -1.570 -4.393  0.109
C 1.459 -4.896 1.325  -0.215
H 2.220 3.449 -4.069  0.159
H -0.815 -5.884 -4.098  0.086
H -4.169 -3.005 -3.626  0.127
N -0.066 -2.012 -3.828  0.142

Computed properties:
LUMO level: -4.8 eV
Total charge: +1

# 2
The following is a DFT calculation (ωB97M-V/def2-TZVPD) of a molecular structure, C28H29HgN4O6.

Each line ends with the Mulliken spin population.
CARTESIAN COORDINATES (ANGSTROEM)
C 2.561 3.040 0.651  -0.004
C 0.994 -2.651 1.209  -0.002
H 4.150 4.296 1.293  0.000
C -1.489 4.317 -3.647  0.000
N -0.243 -2.721 -1.922  0.000
H -2.038 -3.451 -2.821  0.000
H 1.550 1.779 -3.073  0.000
C 0.051 -3.773 -0.969  0.001
H -0.044 3.333 4.519  0.001
C -2.878 -0.948 2.776  -0.063
C 1.801 -0.652 -2.564  0.000
H -4.363 -1.992 3.883  0.016
O -1.894 0.899 -1.314  0.001
N 0.542 0.017 -2.802  0.000
N 1.165 -1.219 0.968  0.004
H -3.611 2.750 -1.500  0.000
O 0.897 1.545 -0.045  -0.003
O -3.927 -2.736 1.600  0.001
C 0.511 -2.766 -3.162  0.000
C 1.974 1.731 0.610  0.009
H 2.949 -1.337 1.925  0.000
H -1.836 -1.668 -2.755  0.000
H 0.660 -3.815 -3.485  0.000
H -2.390 1.344 5.796  0.026
H 2.634 -2.635 -2.679  0.000
H 0.221 -4.734 -1.495  0.000
H 2.171 -1.965 -4.235  0.000
C -2.738 2.927 -2.119  -0.001
H 2.081 -3.087 -0.600  0.000
C -1.805 0.875 3.772  0.271
H 1.892 -0.749 -1.480  0.000
C 2.701 0.689 1.284  -0.009
H 4.430 0.188 2.443  0.000
Hg -0.786 0.119 0.538  -0.005
N -1.984 0.040 2.672  0.230
C -2.981 -1.938 1.607  -0.023
C -0.483 3.366 -3.623  0.000
H -1.385 5.227 -4.226  0.000
H -0.027 -2.814 1.558  0.000
H -0.104 -2.287 -3.923  0.000
C 1.251 -3.524 -0.039  -0.001
H 1.684 -2.975 1.998  0.000
H -0.834 -3.898 -0.342  0.000
H 5.375 2.463 2.468  0.000
C -3.661 -1.171 3.896  0.243
H 1.587 -4.502 0.319  0.000
H 0.425 3.541 -4.197  0.000
H 2.659 -0.055 -2.904  0.000
C -0.577 2.175 -2.902  0.000
C -0.860 1.922 3.657  0.076
C 0.578 1.270 -2.956  0.000
C -3.487 -0.323 5.021  0.039
C 4.447 2.259 1.950  -0.001
C -1.668 -2.602 -2.212  -0.001
C -2.565 0.678 4.960  0.026
C -1.717 1.931 -2.065  0.004
C 3.910 0.995 1.934  0.000
C 1.863 -2.045 -3.186  0.000
O -2.045 -1.869 0.743  -0.006
C -2.634 4.070 -2.880  0.000
O -0.724 2.710 4.794  0.020
O -0.178 2.203 2.673  0.137
H -3.440 4.797 -2.869  0.000
C 3.744 3.290 1.289  0.001
H -2.234 -2.554 -1.284  0.000
H 2.000 3.829 0.157  0.000
C 2.246 -0.681 1.392  0.000
H -4.075 -0.475 5.920  0.010

Computed properties:
Multiplicity: 2
⟨S²⟩: 0.77
LUMO level (spin up / spin down): 4.8 / 4.8 eV
Total charge: -2

# 3
The following is a DFT calculation (ωB97M-V/def2-TZVPD) of a molecular structure, C28H29HoN5O9.

Each line ends with the Mulliken spin population.
CARTESIAN COORDINATES (ANGSTROEM)
C -2.355 -3.786 -1.913  0.000
C 1.797 1.009 -3.562  0.000
N -3.135 -0.442 -0.821  0.001
O 3.424 -0.574 2.845  0.001
H -1.376 6.466 0.887  0.000
N -2.010 0.395 -1.005  -0.002
O 0.271 1.369 0.487  -0.029
C -1.698 -6.113 1.001  0.000
H -2.182 -6.954 1.483  0.000
C 1.423 -4.021 1.455  0.000
N 0.722 -0.268 -1.823  -0.008
H -0.026 -6.092 2.344  0.000
Ho -0.032 -0.866 0.472  4.086
O 1.975 -0.798 1.139  -0.004
C 0.532 -2.738 -2.039  -0.002
H 3.849 3.863 0.325  0.000
C -2.278 -5.510 -0.102  0.000
C -0.470 -3.926 -0.230  -0.002
H 1.259 0.361 3.978  0.000
C 1.737 4.231 0.285  0.000
H 1.311 3.145 2.382  0.000
C 2.159 -0.140 -4.221  0.000
H -2.075 3.604 -1.086  0.000
O 0.559 -3.672 -2.840  0.000
H 1.952 -2.310 -4.178  0.000
C -0.508 5.837 0.725  0.000
C 1.873 5.520 0.792  0.000
H 2.870 2.395 0.421  0.000
C 1.035 -1.380 -2.513  0.001
H 1.127 -1.405 3.998  0.000
C 2.938 3.385 -0.033  0.000
C -1.681 -4.428 -0.735  -0.003
H 2.042 1.989 -3.941  0.000
C -2.048 4.011 -0.073  0.000
H -2.410 -2.703 -1.785  0.000
C 1.750 -1.365 -3.695  0.000
H 3.021 3.249 -1.113  0.000
H 2.865 5.905 0.999  0.000
C 1.082 0.925 -2.358  -0.002
N 0.297 2.424 -0.481  -0.001
C -0.498 -5.626 1.486  0.000
H -3.226 -5.877 -0.480  0.000
C 0.442 3.751 0.052  -0.001
H -2.186 1.330 -0.650  0.001
C 0.124 -4.537 0.887  -0.001
O -2.065 -1.445 0.923  -0.006
C -0.795 0.839 2.601  -0.005
C -3.199 -1.224 0.370  -0.002
C -0.074 1.910 1.823  0.003
H -1.813 0.461 -1.994  0.000
H -0.917 1.224 3.612  0.000
H -1.790 -3.983 -2.825  0.000
H -2.802 4.793 0.010  0.000
O -4.309 -1.596 0.712  0.000
C 1.116 -0.520 3.361  -0.002
H 0.884 7.320 1.404  0.000
O 0.807 3.256 -2.470  0.000
H -4.030 -0.047 -1.063  0.000
C 0.760 6.316 1.016  0.000
N 0.132 -2.756 -0.765  -0.021
H 1.953 -4.816 1.979  0.000
H 2.729 -0.091 -5.140  0.000
H -2.291 3.217 0.640  0.000
O -0.161 -0.483 2.694  -0.008
H -1.780 0.631 2.185  0.000
C 2.305 -0.624 2.373  0.001
H -3.369 -4.170 -2.027  0.000
H 1.240 -3.225 2.182  0.000
O 1.122 2.208 2.500  0.000
C 0.716 2.235 -1.782  0.002
C -0.683 4.551 0.233  0.000
H 2.071 -3.618 0.680  0.000

Computed properties:
Multiplicity: 5
⟨S²⟩: 6.00
LUMO level (spin up / spin down): 1.8 / 1.8 eV
Total charge: -1

# 4
The following is a DFT calculation (ωB97M-V/def2-TZVPD) of a molecular structure, C28H30AsORh.

Each line ends with the Mulliken spin population.
CARTESIAN COORDINATES (ANGSTROEM)
C 5.221 -3.095 -2.811  0.001
C -2.141 -0.530 1.231  0.161
H -3.125 2.079 2.239  0.016
C -1.316 -1.593 1.690  0.130
C 0.666 -6.110 0.743  0.000
Rh -0.126 0.091 0.168  2.571
H -2.525 -3.340 1.744  0.017
H 3.611 -4.189 -1.908  0.000
H -1.510 -3.220 0.316  0.028
H -0.008 2.333 3.325  -0.003
C -1.583 0.713 1.714  0.364
C 0.022 -2.479 -3.516  0.008
C -1.539 -3.032 1.390  -0.013
H 6.624 -1.787 -3.761  0.000
H 1.435 1.391 2.942  0.016
H -0.647 -6.899 -0.760  0.000
O 0.799 -1.065 -1.081  0.155
H -2.421 -2.582 -6.477  0.000
C 4.681 -0.891 -3.637  -0.001
H 2.050 -5.115 2.051  -0.001
C -1.733 -2.551 -5.643  0.000
H -3.231 -0.545 -0.632  0.012
As 1.207 -2.437 -2.053  0.047
C 3.371 -1.045 -3.219  0.002
C -0.422 0.393 2.497  0.101
H -1.588 2.863 1.880  0.000
C -0.262 -1.028 2.482  0.360
H 1.588 -2.649 -4.990  0.000
C 0.522 -2.587 -4.810  -0.002
H 0.553 -6.967 1.395  0.000
H -3.845 -1.650 0.590  0.004
H -0.794 -3.671 1.859  0.000
C -0.368 -2.626 -5.875  0.000
C 0.143 -4.986 -1.318  0.001
C 1.660 -3.970 0.282  -0.024
H -2.599 2.240 0.573  0.017
H -1.734 -2.319 -2.267  -0.010
C 0.792 -1.761 3.226  -0.021
C 0.972 -3.938 -0.932  0.003
H 0.917 -2.779 2.865  0.002
H 2.325 -3.161 0.562  0.001
H 5.942 -3.887 -2.661  0.000
H 0.463 0.968 4.338  0.011
H 1.751 -1.245 3.174  0.012
C -0.010 -6.074 -0.468  0.001
C 5.601 -1.914 -3.431  0.000
C -2.228 -2.440 -4.347  -0.002
H 4.988 0.024 -4.125  0.000
C -3.400 -0.668 0.442  0.021
C -2.247 2.050 1.588  -0.029
H -3.295 -2.387 -4.178  0.000
C -1.351 -2.401 -3.277  0.004
H 0.007 -2.714 -6.885  0.000
H -0.371 -4.965 -2.271  -0.001
C 1.505 -5.065 1.118  -0.005
H -4.127 0.088 0.739  0.008
C 0.408 1.329 3.309  0.009
H 0.517 -1.812 4.285  0.029
H 2.652 -0.251 -3.383  0.001
C 3.912 -3.264 -2.384  -0.002
C 2.997 -2.236 -2.593  0.005

Computed properties:
Multiplicity: 5
⟨S²⟩: 6.01
LUMO level (spin up / spin down): -5.8 / -8.3 eV
Total charge: +2

no.,DFT total energy (Eh)
1,-3774.921386
2,-1908.301976
3,-2983.565885
4,-3505.869270